No. 1
{
  "formula": "C34H49AsIIrN5O4Si3",
  "method": "ωB97M-V/def2-TZVPD",
  "species": ["Ir", "C", "N", "C", "C", "N", "C", "C", "C", "C", "C", "C", "N", "C", "N", "C", "C", "C", "C", "C", "C", "N", "H", "H", "H", "H", "H", "H", "H", "H", "H", "H", "H", "H", "H", "H", "H", "C", "Si", "C", "C", "As", "Si", "C", "C", "C", "Si", "C", "C", "C", "H", "H", "H", "H", "H", "H", "H", "H", "H", "H", "H", "H", "H", "H", "H", "H", "H", "H", "H", "H", "H", "H", "H", "H", "H", "H", "H", "C", "C", "O", "O", "H", "H", "H", "I", "C", "C", "C", "C", "C", "C", "C", "O", "O", "H", "H", "H", "H"],
  "positions_angstrom": [[0.26511, -0.06459, -0.10478], [2.97786, -1.18556, 0.70863], [2.14007, 0.03477, 0.84414], [2.79942, 1.34465, 0.72573], [1.72571, 2.33950, 0.40417], [0.49319, 1.99742, 0.07562], [-0.12096, 3.15363, -0.39746], [-1.35557, 3.33144, -1.00411], [-1.67783, 4.60402, -1.42132], [-0.79174, 5.68124, -1.24692], [0.45321, 5.50653, -0.67784], [0.76996, 4.21555, -0.27331], [1.93424, 3.66157, 0.24807], [2.29126, -2.11530, -0.24023], [1.04187, -1.93936, -0.62491], [0.88702, -2.70465, -1.78345], [-0.11465, -2.68359, -2.74857], [0.04289, -3.49917, -3.84560], [1.17150, -4.32416, -3.99040], [2.19599, -4.31164, -3.06566], [2.03871, -3.45914, -1.97826], [2.90959, -3.06765, -0.96862], [3.09214, -1.64202, 1.69694], [3.97412, -0.94829, 0.33083], [1.82586, -0.03284, 1.86129], [3.53172, 1.34583, -0.08609], [3.31187, 1.60645, 1.65748], [-2.00291, 2.48826, -1.16440], [-2.62951, 4.77782, -1.90530], [-1.08592, 6.66580, -1.58260], [1.14891, 6.32672, -0.56810], [2.79614, 4.14613, 0.43191], [-0.97012, -2.03192, -2.63610], [-0.71104, -3.50117, -4.62228], [1.25250, -4.95839, -4.86195], [3.08760, -4.90865, -3.19872], [3.86893, -3.35118, -0.86501], [-4.90174, -1.47549, -2.62479], [-3.34300, -0.44468, -2.72600], [-2.46801, -1.09596, -4.24779], [-3.68240, 1.37426, -2.99841], [-2.22007, -0.67748, -0.62298], [-3.79958, 0.44389, 0.83573], [-5.52158, 0.62947, 0.12621], [-3.13287, 2.12457, 1.29430], [-4.05062, -0.53059, 2.41167], [-2.71053, -2.90775, 0.17003], [-2.26749, -4.27958, -1.01182], [-1.76515, -3.13964, 1.76414], [-4.55236, -3.12839, 0.45113], [-5.51497, -1.24161, -3.49968], [-5.51313, -1.32975, -1.73888], [-4.63925, -2.53385, -2.69280], [-3.20616, -0.99363, -5.05040], [-2.20620, -2.15531, -4.20095], [-1.58896, -0.51513, -4.50925], [-3.83340, 1.53468, -4.06863], [-2.81711, 1.96184, -2.71152], [-4.56230, 1.74944, -2.48036], [-5.60039, 1.17315, -0.81084], [-6.06837, 1.19939, 0.88454], [-6.03753, -0.32322, 0.01922], [-3.29985, 2.87142, 0.51894], [-2.06414, 2.07228, 1.51328], [-3.64103, 2.46587, 2.20067], [-4.35983, -1.55812, 2.25330], [-4.83845, -0.03777, 2.98877], [-3.14968, -0.53957, 3.00232], [-1.20158, -4.47713, -1.05639], [-2.62851, -4.09132, -2.02388], [-2.75517, -5.19094, -0.65391], [-0.70830, -2.89181, 1.65210], [-1.84215, -4.18575, 2.07128], [-2.16994, -2.52189, 2.56481], [-5.03293, -3.52622, -0.44326], [-5.07918, -2.22582, 0.73680], [-4.69167, -3.85905, 1.25272], [-0.75260, 0.41595, 4.21903], [0.04173, -0.03378, 3.01928], [1.23048, -0.35232, 3.21417], [-0.55056, -0.04772, 1.87653], [-0.06926, 0.79021, 4.97571], [-1.28606, -0.43560, 4.64245], [-1.47717, 1.17859, 3.94330], [3.75341, -0.06266, -8.41245], [2.72214, 0.16948, -6.61629], [3.19215, -0.45830, -5.47082], [2.50525, -0.29956, -4.27787], [1.35277, 0.47660, -4.22661], [0.88949, 1.09070, -5.38321], [1.57316, 0.94673, -6.57963], [0.56357, 0.62856, -2.95608], [1.16608, 0.19467, -1.90933], [-0.55039, 1.12570, -2.97156], [4.08448, -1.06725, -5.51102], [2.85616, -0.78763, -3.37875], [-0.01217, 1.68734, -5.33229], [1.21386, 1.43214, -7.47613]],
  "lowdin_charge": [1.23, -0.05, -0.16, -0.07, -0.27, 0.03, -0.19, -0.05, -0.05, -0.06, 0.00, -0.16, 0.19, -0.27, 0.01, -0.21, -0.06, -0.05, -0.06, 0.00, -0.18, 0.19, 0.14, 0.14, 0.04, 0.14, 0.15, 0.06, 0.11, 0.11, 0.12, 0.18, 0.03, 0.11, 0.11, 0.12, 0.18, -0.20, 0.34, -0.19, -0.19, 0.85, 0.35, -0.20, -0.20, -0.20, 0.34, -0.20, -0.20, -0.21, 0.05, 0.00, 0.03, 0.05, 0.01, 0.03, 0.05, -0.01, 0.02, 0.01, 0.05, 0.02, 0.02, 0.01, 0.05, 0.00, 0.05, 0.00, 0.02, 0.03, 0.05, 0.02, 0.04, 0.02, 0.03, -0.01, 0.05, 0.02, -0.62, 0.00, -0.25, 0.09, 0.09, 0.08, 0.89, -0.74, -0.14, -0.02, -0.13, -0.01, -0.14, -0.59, -0.18, 0.00, 0.09, 0.11, 0.12, 0.10],
  "charge": 1,
  "orbital_gap_ha": 0.309,
  "e_tot_ev": -147107.451,
  "homo_ev": -10.61
}


No. 2
{
  "formula": "C5H9N3",
  "method": "ωB97M-V/def2-TZVPD",
  "species": ["C", "C", "C", "C", "C", "H", "H", "H", "H", "H", "H", "H", "H", "H", "N", "N", "N"],
  "positions_angstrom": [[0.25540, 1.93786, -0.01110], [-0.45418, 0.61315, -0.07006], [-1.77091, 0.47296, 0.01540], [-2.16608, -0.98571, 0.03410], [0.06564, -0.79813, 0.01145], [1.31897, 1.66057, 0.10097], [0.07868, 2.51548, -0.92693], [-0.09755, 2.53174, 0.85906], [-2.48565, 1.30665, -0.04902], [-2.87926, -1.21219, 0.88364], [-2.49745, -1.40285, -0.96475], [1.41459, -2.20965, -0.08074], [3.18906, -0.49147, -0.67260], [2.98574, -0.78306, 0.89934], [-0.85256, -1.65988, 0.02209], [1.36877, -1.15510, -0.13316], [2.52679, -0.34037, 0.08232]],
  "nbo_charge": [-0.66, -0.08, -0.17, -0.29, 0.38, 0.25, 0.22, 0.22, 0.21, 0.22, 0.23, 0.38, 0.35, 0.35, -0.50, -0.47, -0.63],
  "charge": 0,
  "orbital_gap_ha": 0.345,
  "e_tot_ev": -9799.237,
  "homo_ev": -8.44
}


No. 3
{
  "formula": "C5H12OSi",
  "method": "ωB97M-V/def2-TZVPD",
  "species": ["C", "C", "C", "C", "C", "O", "Si", "H", "H", "H", "H", "H", "H", "H", "H", "H", "H", "H", "H"],
  "positions_angstrom": [[-2.85191, 0.21220, 1.15894], [-3.09524, -0.28799, 0.03163], [-3.48391, -0.71003, -1.13700], [3.45583, 0.99151, -0.07621], [0.71168, -0.83818, 0.93394], [2.43568, 0.68736, -1.01272], [0.93376, 0.05042, -0.77955], [-1.92103, 0.38277, 1.49093], [-3.53257, 0.49962, 1.92475], [-3.09821, -0.23632, -2.04336], [-3.52832, -1.83417, -1.48396], [0.71259, -0.70604, -2.23270], [3.10164, 0.91763, 0.95957], [3.76794, 2.08828, -0.21223], [4.31011, 0.43370, -0.26968], [1.20556, -0.20143, 1.60821], [-0.37218, -0.85310, 1.15674], [1.22159, -1.74535, 0.96875], [0.02700, 1.14912, -0.98605]],
  "nbo_charge": [-0.50, 0.13, -0.52, -0.23, -1.08, -0.90, 1.41, 0.21, 0.23, 0.23, 0.23, -0.20, 0.16, 0.17, 0.18, 0.23, 0.24, 0.24, -0.23],
  "charge": 0,
  "orbital_gap_ha": 0.386,
  "e_tot_ev": -15301.719,
  "homo_ev": -9.64
}


No. 4
{
  "formula": "C11H17Cl2O5PS",
  "method": "ωB97M-V/def2-TZVPD",
  "species": ["C", "C", "C", "Cl", "C", "C", "C", "O", "C", "O", "P", "O", "Cl", "H", "H", "H", "H", "H", "H", "H", "H", "H", "C", "C", "C", "S", "O", "O", "C", "H", "H", "H", "H", "H", "H", "H", "H"],
  "positions_angstrom": [[5.74465, -3.13633, -0.57553], [5.04837, -2.18089, -0.39095], [4.15592, -1.04829, -0.18500], [4.48622, -0.45475, 1.48929], [2.71118, -1.53075, -0.31203], [1.63972, -0.51489, 0.08376], [0.43523, -1.22096, 0.73042], [4.39185, -0.06208, -1.18729], [4.98991, 1.13748, -0.83249], [6.17523, 1.24379, -0.71305], [4.02031, 2.77116, -0.65804], [3.23281, 2.51957, 0.74697], [2.48894, 2.40713, -1.97902], [6.10931, -4.12296, -0.73181], [2.64484, -2.41565, 0.31779], [2.59652, -1.87119, -1.33648], [1.30236, -0.00399, -0.81049], [2.03215, 0.21712, 0.77780], [0.36845, -2.24280, 0.36903], [0.55550, -1.27689, 1.80905], [-0.48131, -0.69806, 0.49027], [3.86639, 2.32841, 1.45253], [-5.84608, 0.56356, -0.12258], [-5.18142, 1.57858, 0.81787], [-3.79194, 1.03305, 1.17299], [-3.28367, 0.01696, -0.22108], [-3.18610, -1.35163, 0.21669], [-2.19487, 0.65543, -0.91549], [-4.79131, 0.20936, -1.16637], [-6.74379, 0.96860, -0.58662], [-6.13005, -0.33018, 0.43676], [-5.08119, 2.53741, 0.30599], [-5.77508, 1.74730, 1.71473], [-3.05818, 1.82223, 1.31348], [-3.81954, 0.39138, 2.05121], [-4.99642, -0.71339, -1.70338], [-4.63488, 1.02715, -1.86895]],
  "nbo_charge": [-0.16, -0.07, 0.23, -0.05, -0.41, -0.42, -0.60, -0.55, 0.50, -0.50, 1.06, -0.98, -0.29, 0.24, 0.22, 0.23, 0.22, 0.22, 0.20, 0.20, 0.23, 0.51, -0.41, -0.40, -0.68, 2.17, -0.94, -0.94, -0.67, 0.23, 0.22, 0.21, 0.23, 0.25, 0.25, 0.26, 0.24],
  "charge": 0,
  "orbital_gap_ha": 0.354,
  "e_tot_ev": -67087.170,
  "homo_ev": -9.36
}


No. 5
{
  "formula": "C4H9N",
  "method": "ωB97M-V/def2-TZVPD",
  "species": ["C", "C", "C", "N", "C", "H", "H", "H", "H", "H", "H", "H", "H", "H"],
  "positions_angstrom": [[0.93031, 1.71135, -0.30783], [-0.09036, 0.64540, -0.14653], [-1.31284, 0.06064, -0.72244], [-0.13269, -0.65939, -0.25167], [0.28970, -1.88466, -0.10419], [0.58977, 2.64136, 0.16002], [1.86056, 1.41579, 0.18850], [1.16158, 1.93185, -1.36169], [-0.27446, -0.15661, 2.19446], [-1.48940, -0.02369, -1.80298], [-2.21378, -0.04191, -0.10956], [1.30902, -2.05462, 0.21854], [-0.22787, -0.89109, 2.34528], [-0.39954, -2.69442, -0.29992]],
  "nbo_charge": [-0.65, 0.04, -0.22, -0.19, -0.35, 0.23, 0.23, 0.21, -0.01, 0.17, 0.18, 0.20, -0.02, 0.20],
  "charge": 0,
  "orbital_gap_ha": 0.296,
  "e_tot_ev": -5779.394,
  "homo_ev": -6.95
}


No. 6
{
  "formula": "C3H2O2Tm",
  "method": "ωB97M-V/def2-TZVPD",
  "species": ["O", "C", "C", "O", "C", "Tm", "H", "H"],
  "positions_angstrom": [[-1.02657, -1.09409, -0.66664], [0.23461, -0.93074, -0.29451], [0.82971, 0.31532, -0.32048], [-0.17474, 1.21338, 0.10605], [-0.16831, 1.03238, 1.47934], [-2.42676, 0.61502, 0.14777], [0.86806, -1.80310, -0.07442], [1.86400, 0.65183, -0.37711]],
  "nbo_charge": [-0.87, 0.22, -0.11, -0.69, 0.21, 1.79, 0.20, 0.25],
  "charge": 1,
  "spin_multiplicity": 3,
  "orbital_gap_ha": [0.243, 0.253],
  "e_tot_ev": -36754.606,
  "homo_ev": [-12.14, -12.54]
}